14
Properties=species:S:1:pos:R:3 method="wB97M-V/def2-TZVPD" de_lowest_kcal_mol=15.75 homo_lumo_gap_ha=0.373 smiles=CNCO.O e_homo_ev=-9.371 largest_force_ev_per_a=3.12 multiplicity=1
C -1.282 -0.964 0.603
N -1.084 -0.429 -0.751
C -0.432 0.807 -0.919
O 1.044 0.526 -0.968
H -0.539 -0.684 1.358
H -1.204 -2.054 0.532
H -2.267 -0.711 1.000
H -0.798 -1.200 -1.334
H -0.652 1.118 -1.945
H -0.446 1.495 -0.086
H 1.575 1.293 -1.205
O 2.178 0.279 1.656
H 1.870 -0.423 1.077
H 2.038 0.949 0.982

---

57
Properties=species:S:1:pos:R:3 method="wB97M-V/def2-TZVPD" charge=+3 de_lowest_kcal_mol=12.32 homo_lumo_gap_ha=0.233 e_homo_ev=-17.680 largest_force_ev_per_a=2.61 multiplicity=1
Pt -0.164 0.228 -0.255
N 2.093 -0.607 -3.449
C 2.888 -1.376 -2.587
C 4.049 -2.111 -2.816
C 4.604 -2.720 -1.709
C 4.037 -2.612 -0.431
C 2.880 -1.888 -0.214
C 2.324 -1.264 -1.321
N 1.176 -0.461 -1.464
C 1.117 -0.059 -2.741
C 0.141 0.970 -3.065
C -0.186 1.656 -4.189
S -1.337 2.867 -3.802
C -1.322 2.409 -2.182
N -0.516 1.397 -1.930
H 2.251 -0.480 -4.439
H 4.497 -2.201 -3.796
H 5.509 -3.299 -1.826
H 4.524 -3.114 0.393
H 2.434 -1.804 0.768
H 0.178 1.531 -5.197
H -1.919 2.908 -1.434
C 2.325 3.092 2.028
C 1.816 2.430 0.716
C 1.334 3.501 -0.250
C 0.799 1.452 1.207
H 3.149 3.757 1.773
H 2.690 2.362 2.749
H 1.538 3.685 2.494
H 2.658 1.883 0.280
H 0.440 4.003 0.129
H 1.127 3.107 -1.244
H 2.105 4.261 -0.362
H -0.093 1.901 1.658
H 1.230 0.707 1.872
C -4.913 -1.630 2.010
C -3.767 -0.859 2.638
N -2.580 -0.771 1.742
C -2.740 0.010 0.549
C -2.844 -0.794 -0.746
C -1.418 -1.351 2.003
C -1.259 -2.281 3.162
N -0.348 -1.103 1.246
H -5.720 -1.715 2.736
H -4.609 -2.639 1.729
H -5.322 -1.126 1.133
H -3.453 -1.311 3.574
H -4.049 0.171 2.866
H -1.869 0.791 0.544
H -3.638 0.617 0.674
H -1.921 -1.304 -1.040
H -3.155 -0.148 -1.565
H -3.601 -1.568 -0.625
H -2.076 -3.000 3.200
H -1.250 -1.717 4.097
H -0.322 -2.829 3.086
H 0.476 -1.554 1.622

---

15
Properties=species:S:1:pos:R:3 method="wB97M-V/def2-TZVPD" de_lowest_kcal_mol=186.77 homo_lumo_gap_ha=0.365 e_homo_ev=-9.282 largest_force_ev_per_a=7.34 multiplicity=1
C 0.850 1.163 -0.390
C 1.155 -0.294 -0.881
C 0.049 -1.363 -0.409
C -0.824 -0.928 0.503
C -0.450 0.330 1.029
C -0.500 1.029 -0.341
H 1.955 -0.543 0.160
H 2.071 -0.562 -1.850
H 0.177 -2.392 -0.929
H -1.625 -1.592 0.955
H 0.087 0.556 1.916
H -2.435 0.784 0.606
H -0.710 0.321 -1.154
N -1.414 1.527 0.783
O 1.613 1.964 0.003

---

68
Properties=species:S:1:pos:R:3 method="wB97M-V/def2-TZVPD" de_lowest_kcal_mol=0.00 homo_lumo_gap_ha="0.291 / 0.291" e_homo_ev="-8.118 / -8.117" largest_force_ev_per_a=0.64 multiplicity=1
Pd 0.559 0.045 -0.586
C 3.589 -0.626 -1.205
O 2.610 -0.101 -0.318
Si 2.527 -0.211 1.381
C 3.152 1.407 2.035
C 3.687 -1.501 2.054
C 0.726 -0.608 1.443
Si 0.316 -2.424 1.239
C 0.641 -3.378 2.823
C -1.462 -2.798 0.805
C 1.308 -3.222 -0.142
Si -0.383 0.501 2.452
C -2.144 -0.096 2.611
C 0.268 0.625 4.209
C -0.490 2.238 1.753
H 3.716 -1.698 -1.053
H 4.539 -0.115 -1.043
H 3.257 -0.457 -2.228
H 4.165 1.580 1.660
H 3.212 1.367 3.125
H 2.534 2.259 1.753
H 4.732 -1.187 1.991
H 3.590 -2.484 1.594
H 3.441 -1.610 3.116
H 0.128 -2.893 3.661
H 1.703 -3.438 3.076
H 0.256 -4.399 2.746
H -2.150 -2.552 1.615
H -1.537 -3.875 0.628
H -1.795 -2.291 -0.103
H 2.377 -3.301 0.064
H 1.168 -2.694 -1.088
H 0.937 -4.242 -0.284
H -2.224 -0.998 3.224
H -2.582 -0.300 1.632
H -2.732 0.687 3.099
H 0.370 -0.371 4.650
H -0.422 1.198 4.834
H 1.242 1.117 4.261
H -1.197 2.247 0.921
H 0.467 2.617 1.388
H -0.854 2.929 2.519
Br -6.598 1.507 0.491
C -5.559 0.703 -0.869
C -6.176 0.237 -2.020
N -5.498 -0.336 -3.011
C -4.179 -0.460 -2.871
C -3.484 -0.020 -1.752
C -4.193 0.578 -0.723
C -1.994 -0.202 -1.679
O -1.382 -0.717 -2.609
O -1.460 0.267 -0.599
H -7.249 0.332 -2.142
H -3.635 -0.932 -3.680
H -3.684 0.935 0.162
C -0.383 3.294 -2.726
Sb 0.953 1.634 -2.735
C 2.799 2.710 -2.794
C 0.779 1.100 -4.791
H -0.238 3.902 -3.619
H -0.205 3.897 -1.837
H -1.407 2.925 -2.696
H 2.807 3.374 -3.659
H 3.642 2.024 -2.859
H 2.896 3.302 -1.883
H 1.095 1.925 -5.428
H -0.266 0.859 -4.984
H 1.379 0.216 -5.000

---

27
Properties=species:S:1:pos:R:3 method="wB97M-V/def2-TZVPD" charge=-1 de_lowest_kcal_mol=25.72 homo_lumo_gap_ha=0.268 e_homo_ev=-3.757 largest_force_ev_per_a=3.44 multiplicity=1
C 2.031 -0.871 -0.856
C 0.994 0.243 -0.777
C 2.000 -1.688 0.439
C -0.322 -1.169 0.810
C -0.400 -0.350 -0.489
C -1.893 2.762 0.226
N -1.414 0.651 -0.550
N 0.689 -2.219 0.756
O -4.552 0.129 -0.743
O -3.363 -0.532 1.401
O -3.177 -2.081 -0.649
O -1.385 1.516 0.612
P -3.440 -0.697 -0.222
H 1.797 -1.529 -1.699
H 3.031 -0.453 -1.020
H 1.253 0.930 0.033
H 0.958 0.811 -1.709
H 2.708 -2.524 0.382
H 2.301 -1.050 1.280
H -0.084 -0.505 1.647
H -1.285 -1.640 0.996
H -0.671 -1.033 -1.307
H -2.864 2.647 -0.268
H -1.211 3.274 -0.466
H -2.003 3.350 1.140
H -3.344 0.422 1.441
H 0.407 -2.871 0.027

---

11
Properties=species:S:1:pos:R:3 method="wB97M-V/def2-TZVPD" charge=+1 s_squared=12.795 de_lowest_kcal_mol=19.65 homo_lumo_gap_ha="0.271 / 0.302" e_homo_ev="-13.615 / -13.697" largest_force_ev_per_a=6.84 multiplicity=7
O -2.153 1.989 0.825
O -0.044 0.744 0.768
H -1.513 0.702 1.155
Tb -0.432 2.823 -0.024
C 0.643 -0.438 0.430
C 0.415 -0.992 -0.960
H 0.239 -1.144 1.176
H 1.714 -0.222 0.579
H -0.622 -1.332 -1.088
H 0.691 -0.264 -1.737
H 1.061 -1.867 -1.125